Molecular formula: C4H12OS2
Method: DFT, ωB97M-V with the def2-TZVPD basis set

The geometry in ORCA input format:
```
! wB97M-V def2-TZVPD RIJCOSX def2/J DEFGRID3
* xyz 0 1
C 2.32 0.51 -2.26
C 1.73 0.90 -0.92
C 0.15 1.06 -1.00
S -0.48 -0.55 -0.62
S -1.79 -0.60 1.23
C -2.87 0.81 0.86
H 2.26 1.42 -2.86
H 3.47 0.42 -2.18
H 1.83 -0.34 -2.63
H 1.87 0.12 -0.13
H 2.10 1.88 -0.54
H -0.24 1.90 -0.38
H -0.06 1.26 -2.04
H -2.43 1.71 0.44
H -3.82 0.51 0.33
H -3.10 1.19 1.88
O 2.61 -1.04 1.79
H 3.18 -1.58 1.37
H 2.48 -1.46 2.63
*
```

Properties
SMILES: CCCSSC.O
HOMO level in eV: -8.0
Kohn-Sham gap in eV: 8.3
Energy in eV: -28059.285


Molecular formula: C5H15N2
Method: DFT, ωB97M-V with the def2-TZVPD basis set

The geometry in ORCA input format:
```
! wB97M-V def2-TZVPD RIJCOSX def2/J DEFGRID3
* xyz 1 1
C -0.13 1.81 1.00
C -0.24 1.22 -0.40
C 0.81 1.65 -1.41
C -0.24 -0.32 -0.39
N -1.54 -0.78 0.24
C 0.90 -1.01 0.34
N 0.50 -2.43 0.46
H 0.28 2.82 0.89
H 0.47 1.32 1.75
H -1.08 1.97 1.52
H -1.19 1.51 -0.88
H 1.08 2.71 -1.51
H 0.54 1.38 -2.43
H 1.83 1.30 -1.19
H -0.28 -0.76 -1.39
H -1.44 -1.71 0.67
H -2.24 -0.85 -0.48
H -1.81 -0.13 1.00
H 1.12 -0.70 1.36
H 1.84 -0.94 -0.20
H 0.50 -2.86 -0.45
H 1.01 -3.01 1.11
*
```

Properties
SMILES: CC(C)[C@H]([NH3+])CN
HOMO level in eV: -14.0
Kohn-Sham gap in eV: 10.8
Energy in eV: -8402.172


Molecular formula: C5H4N2
Method: DFT, ωB97M-V with the def2-TZVPD basis set

The geometry in ORCA input format:
```
! wB97M-V def2-TZVPD RIJCOSX def2/J DEFGRID3
* xyz 0 1
C -0.52 2.49 1.47
C -0.06 1.49 0.89
C 0.22 0.31 0.19
C 0.05 0.01 -1.15
C 0.25 -1.37 -1.22
N 0.51 -1.90 -0.02
N 0.48 -0.87 0.81
H -1.55 2.15 1.26
H -0.22 0.71 -1.93
H 0.21 -2.02 -2.09
H 0.62 -1.00 1.80
*
```

Properties
SMILES: C#Cc1ccn[nH]1
HOMO level in eV: -9.6
Kohn-Sham gap in eV: 9.5
Energy in eV: -8226.056